This record from the OMol25 dataset describes C29H43Cl2F5N3O4SSiTi as an isolated structure in a non-equilibrium geometry. The level of theory is ωB97M-V with the def2-TZVPD basis set.

Atoms and positions in Å:
C1 -4.077 5.862 -3.776
C2 -5.354 5.429 -4.428
H1 -3.451 6.433 -4.468
H2 -3.486 4.985 -3.473
H3 -4.260 6.486 -2.884
C3 -5.848 5.988 -5.542
C4 -5.300 7.222 -6.174
H4 -6.700 5.549 -6.061
H5 -4.204 7.226 -6.247
H6 -5.589 8.122 -5.610
H7 -5.700 7.327 -7.194
Ti1 -0.259 0.206 -0.158
Cl1 -1.101 2.287 -0.655
C5 -3.198 -0.446 0.379
O1 -2.035 -0.673 -0.098
N1 -4.257 -1.126 -0.035
C6 -4.190 -2.191 -1.041
C7 -5.591 -0.800 0.455
H8 -3.359 0.327 1.149
H9 -3.180 -2.593 -1.111
H10 -4.502 -1.796 -2.024
H11 -4.885 -2.979 -0.717
H12 -5.508 -0.205 1.362
H13 -6.134 -1.724 0.685
H14 -6.170 -0.237 -0.289
H15 0.744 -4.783 1.224
H16 2.383 -4.001 3.204
C8 1.461 -4.247 0.586
C9 2.924 -3.424 2.433
N2 2.035 -3.117 1.312
H17 0.961 -3.907 -0.321
C10 1.715 -1.859 1.014
O2 0.700 -1.568 0.301
H18 3.290 -2.489 2.873
H19 2.371 -1.067 1.406
H20 2.275 -4.934 0.320
H21 3.781 -4.028 2.099
H22 2.325 2.877 -3.322
H23 -0.426 2.164 -3.575
C11 2.539 1.855 -3.680
C12 0.130 1.476 -4.228
N3 1.353 1.009 -3.569
H24 3.349 1.419 -3.087
C13 1.268 0.081 -2.616
O3 0.160 -0.307 -2.115
H25 -0.513 0.623 -4.472
H26 2.213 -0.332 -2.244
H27 2.850 1.928 -4.729
H28 0.429 1.994 -5.144
O4 -5.138 3.112 -4.073
C14 -5.999 4.210 -3.780
C15 -7.795 3.333 -5.380
C16 -7.440 3.956 -4.181
H29 -7.012 2.911 -6.014
C17 -9.140 3.298 -5.776
H30 -5.959 4.397 -2.698
C18 -8.446 4.452 -3.339
H31 -9.396 2.809 -6.721
C19 -10.128 3.909 -4.998
C20 -9.777 4.476 -3.764
H32 -8.129 4.870 -2.378
H33 -11.158 3.960 -5.360
H34 -10.536 4.958 -3.143
Si1 -4.888 1.517 -3.686
Cl2 1.870 1.197 -0.086
C21 -4.817 0.589 -5.316
C22 -6.295 0.872 -2.654
C23 -3.221 1.465 -2.889
H35 -5.702 0.778 -5.941
H36 -4.755 -0.493 -5.120
H37 -3.924 0.900 -5.879
H38 -2.518 2.042 -3.505
H39 -2.827 0.448 -2.772
H40 -3.262 1.941 -1.901
H41 -7.260 1.008 -3.163
H42 -6.350 1.366 -1.675
H43 -6.144 -0.208 -2.508
F1 3.836 0.371 5.868
C24 2.762 0.427 5.067
C25 1.863 -0.642 5.017
F2 2.031 -1.710 5.831
C26 0.800 -0.604 4.127
F3 0.006 -1.699 4.009
C27 0.559 0.519 3.306
S1 -0.736 0.535 2.185
C28 1.401 1.638 3.481
F4 1.113 2.790 2.849
C29 2.523 1.571 4.298
F5 3.373 2.616 4.366

LUMO level (spin up / spin down) = 2.24 / 2.24 eV
2S+1 = 3
⟨S²⟩ = 2.0147
highest occupied orbital energy (spin up / spin down) = -1.0 / -4.1 eV
net charge = -1